This record from the OMol25 dataset describes a structure of composition C44H52N5O4SeW at a distorted geometry. The level of theory is ωB97M-V/def2-TZVPD.

```
107
Properties=species:S:1:pos:R:3
W -0.01 -0.14 0.05
C -1.84 6.49 -3.70
C -1.86 6.35 -2.16
C -0.76 7.23 -1.58
C -3.22 6.81 -1.61
C -1.68 4.88 -1.79
C -0.68 4.46 -0.92
C -0.59 3.12 -0.63
Se 0.81 2.38 0.51
C 2.15 2.28 -0.92
C 2.92 3.34 -1.32
C 3.82 3.13 -2.38
C 3.92 1.86 -2.93
C 3.17 0.76 -2.52
C 2.27 1.02 -1.51
O 1.41 0.07 -0.95
C 3.31 -0.65 -3.12
C 3.67 -1.63 -2.00
C 4.41 -0.70 -4.18
C 1.99 -1.06 -3.80
C 4.63 4.32 -2.89
C 5.38 4.98 -1.72
C 5.64 3.91 -3.96
C 3.64 5.33 -3.50
C -1.46 2.19 -1.16
O -1.24 0.88 -0.72
C -2.49 2.55 -2.02
C -2.55 3.91 -2.32
C -3.47 1.52 -2.59
C -4.53 2.18 -3.48
C -4.20 0.83 -1.43
C -2.70 0.50 -3.45
H -1.91 7.54 -3.96
H -2.69 5.98 -4.16
H -0.92 6.09 -4.12
H -0.93 8.26 -1.88
H 0.23 6.94 -1.95
H -0.76 7.21 -0.49
H -3.38 7.86 -1.88
H -3.25 6.73 -0.53
H -4.04 6.23 -2.03
H 0.02 5.16 -0.48
H 2.82 4.30 -0.85
H 4.64 1.71 -3.72
H 4.53 -1.28 -1.44
H 3.93 -2.60 -2.43
H 2.84 -1.79 -1.30
H 5.38 -0.42 -3.77
H 4.19 -0.05 -5.03
H 4.50 -1.72 -4.56
H 1.13 -1.06 -3.11
H 2.09 -2.07 -4.20
H 1.76 -0.39 -4.63
H 6.02 4.25 -1.21
H 4.70 5.42 -0.98
H 6.02 5.77 -2.09
H 6.34 3.16 -3.59
H 6.23 4.79 -4.25
H 5.15 3.54 -4.86
H 2.92 5.69 -2.77
H 3.09 4.87 -4.33
H 4.19 6.19 -3.89
H -3.32 4.24 -2.99
H -5.12 2.91 -2.93
H -5.21 1.41 -3.85
H -4.09 2.66 -4.36
H -4.76 1.57 -0.85
H -3.51 0.32 -0.75
H -4.90 0.10 -1.82
H -2.33 0.98 -4.36
H -3.37 -0.30 -3.75
H -1.85 0.06 -2.93
O 0.17 -0.21 1.96
N 0.37 -1.41 2.56
N 0.75 -2.28 1.74
O 0.84 -1.95 0.46
C 1.16 -3.58 2.14
C 1.25 -3.87 3.50
C 1.66 -5.13 3.87
C 1.97 -6.08 2.90
C 1.87 -5.77 1.55
C 1.46 -4.51 1.15
H 1.02 -3.12 4.25
H 1.74 -5.38 4.92
H 2.29 -7.07 3.20
H 2.11 -6.51 0.80
H 1.38 -4.26 0.10
N -9.66 -3.31 3.93
C -8.66 -3.13 3.41
C -7.40 -2.89 2.75
C -6.84 -3.87 1.94
C -5.63 -3.64 1.30
C -5.00 -2.43 1.48
C -5.55 -1.44 2.28
C -6.75 -1.67 2.92
N -3.74 -2.18 0.82
C -3.35 -2.70 -0.40
C -2.11 -2.23 -0.65
N -1.73 -1.42 0.42
C -2.75 -1.42 1.28
H -7.35 -4.82 1.81
H -5.19 -4.43 0.70
H -5.07 -0.47 2.39
H -7.19 -0.91 3.55
H -3.99 -3.34 -0.99
H -1.46 -2.43 -1.48
H -2.76 -0.91 2.23
```

For the HOMO-LUMO gap, the calculation gives 4.7030 eV. The charge is +3. Its LUMO energy is -11.284 eV. The calculation puts the energy above the lowest of the compared OMol25 structures with the same formula, charge and spin at 1.1572 eV. The value obtained for the largest force on an atom is 0.04274 Eh/bohr.